# 1
Below is a cluster of 2 separate species, C3H7F2N in total, with properties calculated with ωB97M-V with the def2-TZVPD basis set.

The geometry in XYZ format:
```
13
Properties=species:S:1:pos:R:3:nbo_charge:R:1
C -0.079 1.483 0.270 -0.676
C 0.034 -0.987 -0.593 -0.701
C -0.231 0.046 0.415 0.054
N -2.610 -0.023 0.547 0.273
F -2.950 0.889 -0.434 -0.268
F -2.801 -1.243 -0.073 -0.268
H -0.354 1.884 -0.819 0.223
H -0.468 1.999 1.037 0.228
H 0.997 1.726 0.373 0.232
H 0.965 -1.033 -1.099 0.238
H -0.522 -0.747 -1.416 0.237
H -0.160 -1.920 -0.083 0.235
H -0.289 -0.293 1.442 0.193
```

The HOMO energy (alpha / beta) is -7.93 / -9.38 eV.

=====

# 2
Below is a structure of composition C2H5NO, with properties calculated with ωB97M-V with the def2-TZVPD basis set.

The geometry in XYZ format:
```
9
Properties=species:S:1:pos:R:3:nbo_charge:R:1
C 0.594 0.452 -0.954 0.173
N 0.768 0.381 0.329 -0.376
C -0.344 -0.182 1.092 -0.467
O -0.695 0.137 -1.531 -0.625
H 1.366 1.032 -1.454 0.204
H 0.071 -0.618 -1.344 0.473
H -1.366 0.221 1.011 0.215
H -0.324 -1.210 0.705 0.198
H -0.069 -0.211 2.146 0.204
```

The HOMO energy is -10.41 eV.

=====

# 3
Below is a structure of composition C36H40P2Ti, with properties calculated with ωB97M-V with the def2-TZVPD basis set.

The geometry in XYZ format:
```
79
Properties=species:S:1:pos:R:3:lowdin_charge:R:1
Ti 1.146 2.206 1.458 0.910
C -0.183 -3.740 -1.422 -0.092
C 0.482 -2.947 -2.259 -0.162
C -0.034 -2.575 -3.629 -0.172
C -1.574 -2.333 -3.773 -0.175
C -2.232 -1.607 -2.642 -0.119
C -2.821 -2.219 -1.597 -0.109
C -2.774 -3.700 -1.378 -0.171
C -1.474 -4.453 -1.779 -0.175
C 0.084 3.697 2.603 -0.201
H 0.210 -4.003 -0.422 0.112
H 1.533 -2.672 -2.043 0.098
H 0.258 -3.373 -4.333 0.127
H 0.457 -1.658 -3.986 0.101
H -1.699 -1.703 -4.663 0.118
H -2.065 -3.291 -3.994 0.110
H -2.322 -0.529 -2.799 0.094
H -3.579 -1.712 -1.001 0.083
H -3.611 -4.146 -1.931 0.128
H -2.945 -3.937 -0.321 0.111
H -1.470 -5.403 -1.222 0.118
H -1.512 -4.714 -2.846 0.106
H 0.105 3.380 3.656 0.014
H -0.922 3.965 2.278 0.004
H 0.748 4.575 2.488 0.040
P 1.966 0.242 0.273 0.961
P -1.011 1.651 0.560 0.971
C 0.628 -0.061 -0.883 -0.249
C -0.580 0.530 -0.782 -0.247
C 3.506 0.577 -0.647 -0.370
C 3.671 0.082 -1.951 -0.065
C 4.838 0.386 -2.659 -0.037
C 5.814 1.221 -2.104 -0.031
C 5.618 1.746 -0.821 -0.049
C 4.474 1.430 -0.092 -0.097
C 2.226 -1.264 1.269 -0.363
C 1.237 -1.652 2.187 -0.103
C 1.477 -2.722 3.051 -0.054
C 2.674 -3.440 2.975 -0.041
C 3.646 -3.069 2.039 -0.046
C 3.430 -1.980 1.196 -0.066
C -1.765 3.130 -0.230 -0.354
C -0.928 4.001 -0.936 -0.108
C -1.442 5.195 -1.443 -0.054
C -2.796 5.505 -1.298 -0.036
C -3.637 4.613 -0.618 -0.039
C -3.130 3.429 -0.079 -0.055
C -2.301 0.897 1.590 -0.362
C -2.448 1.238 2.941 -0.077
C -3.484 0.671 3.683 -0.045
C -4.349 -0.267 3.101 -0.032
C -4.159 -0.643 1.767 -0.040
C -3.133 -0.073 1.019 -0.081
H 0.831 -0.782 -1.678 0.040
H -1.327 0.402 -1.565 0.060
H 2.890 -0.514 -2.411 0.095
H 4.984 -0.026 -3.658 0.123
H 6.713 1.468 -2.666 0.125
H 6.368 2.411 -0.390 0.122
H 4.311 1.865 0.895 0.092
H 0.296 -1.103 2.240 0.102
H 0.721 -3.004 3.786 0.119
H 2.840 -4.299 3.633 0.124
H 4.574 -3.643 1.968 0.123
H 4.200 -1.674 0.485 0.110
H 0.133 3.765 -1.062 0.098
H -0.783 5.885 -1.973 0.121
H -3.201 6.424 -1.740 0.127
H -4.699 4.848 -0.521 0.124
H -3.785 2.746 0.459 0.111
H -1.745 1.936 3.396 0.089
H -3.625 0.960 4.721 0.120
H -5.162 -0.699 3.683 0.123
H -4.823 -1.381 1.306 0.122
H -2.939 -0.382 -0.003 0.062
C 2.209 1.605 3.160 -0.155
H 3.074 2.297 3.200 0.050
H 2.557 0.571 3.182 0.016
H 1.541 1.844 4.000 0.030
```

The HOMO energy (alpha / beta) is -13.51 / -13.51 eV. As for the charge: +2.

=====

# 4
Below is a cluster of 3 separate species, C4H14N2OS in total, with properties calculated with ωB97M-V with the def2-TZVPD basis set.

The geometry in XYZ format:
```
22
Properties=species:S:1:pos:R:3:nbo_charge:R:1
C -0.591 0.061 1.722 -0.610
C -0.114 0.209 0.283 -0.044
C -1.268 0.698 -0.623 -0.635
S -2.580 -0.386 -0.449 0.266
N 1.020 1.084 0.234 -0.476
C 1.772 0.972 -1.037 -0.088
N 2.266 -0.357 -1.335 -0.842
H 0.190 -0.492 2.246 0.261
H -1.427 -0.678 1.626 0.202
H -0.890 0.898 2.347 0.230
H 0.147 -0.806 -0.046 0.223
H -0.898 0.774 -1.656 0.264
H -1.542 1.707 -0.294 0.230
H -2.970 -2.932 0.419 -0.010
H 1.682 0.543 0.900 0.425
H 2.655 1.603 -0.939 0.196
H 1.175 1.374 -1.863 0.185
H 2.590 -0.644 -0.378 0.414
H 1.472 -0.954 -1.566 0.332
H -3.489 -3.292 -0.005 0.010
H 2.943 -0.418 1.987 0.454
O 2.328 -0.696 1.299 -0.989
```

The HOMO energy is -8.66 eV.